Here is 13 unconnected molecules or ions with the total composition C55H76N14O4S at a distorted geometry from the Open Molecules 2025 dataset. Energies are from wB97M-V/def2-TZVPD.

Bonds (Å) are listed after each position.
Geometry (Å):
1 C 3.70 -2.52 1.15  C2 1.673, H15 1.194, H16 1.171, H17 1.193
2 C 3.21 -1.01 0.62  C1 1.673, N3 1.513, H18 1.174, H19 1.189
3 N 1.77 -0.73 0.99  C2 1.513, C4 1.522, H20 1.059
4 C 1.35 0.67 0.58  N3 1.522, O5 1.501, C10 1.640, H21 1.172
5 O 0.02 0.78 1.27  C4 1.501, S6 1.711
6 S -0.12 2.36 1.92  O5 1.711, O7 1.547, O8 1.554, O9 1.739
7 O -1.55 2.86 1.61  S6 1.547
8 O -0.02 2.56 3.46  S6 1.554
9 O 1.18 3.07 1.01  S6 1.739, C10 1.499
10 C 2.18 1.96 1.16  C4 1.640, O9 1.499, C11 1.639, H22 1.174
11 C 3.55 2.46 0.41  C10 1.639, C12 1.646, H23 1.170, H24 1.193
12 C 4.92 2.34 1.31  C11 1.646, C13 1.672, H25 1.188, H26 1.185
13 C 6.09 3.46 0.87  C12 1.672, N14 1.514, H27 1.188, H28 1.187
14 N 6.99 2.95 -0.24  C13 1.514, H29 1.058, H30 1.054
15 H 3.61 -2.47 2.34  C1 1.194
16 H 3.05 -3.38 0.69  C1 1.171
17 H 4.85 -2.58 0.84  C1 1.193
18 H 3.47 -0.87 -0.51  C2 1.174
19 H 3.88 -0.25 1.25  C2 1.189
20 H 1.10 -1.37 0.46  N3 1.059
21 H 1.11 0.73 -0.56  C4 1.172
22 H 2.36 1.95 2.32  C10 1.174
23 H 3.76 1.97 -0.63  C11 1.170
24 H 3.41 3.63 0.20  C11 1.193
25 H 5.43 1.28 1.12  C12 1.188
26 H 4.73 2.45 2.48  C12 1.185
27 H 6.76 3.72 1.81  C13 1.188
28 H 5.56 4.43 0.45  C13 1.187
29 H 7.99 3.06 0.08  N14 1.058
30 H 6.87 1.92 -0.41  N14 1.054
31 N -3.95 4.57 0.56  C32 1.371, C35 1.371, H36 1.012
32 C -4.41 5.12 -0.60  N31 1.371, C33 1.377, H37 1.082
33 C -5.79 5.17 -0.54  C32 1.377, C34 1.415, H38 1.082
34 C -6.17 4.64 0.72  C33 1.415, C35 1.377, H39 1.082
35 C -5.02 4.28 1.38  N31 1.371, C34 1.377, H40 1.082
36 H -2.98 4.40 0.79  N31 1.012
37 H -3.73 5.43 -1.38  C32 1.082
38 H -6.45 5.56 -1.31  C33 1.082
39 H -7.18 4.53 1.10  C34 1.082
40 H -4.86 3.83 2.35  C35 1.082
41 N -3.10 -2.86 0.59  C42 1.371, C45 1.371, H46 1.012
42 C -3.30 -4.14 0.15  N41 1.371, C43 1.377, H47 1.082
43 C -2.07 -4.67 -0.19  C42 1.377, C44 1.415, H48 1.082
44 C -1.10 -3.67 0.06  C43 1.415, C45 1.377, H49 1.082
45 C -1.77 -2.56 0.54  N41 1.371, C44 1.377, H50 1.082
46 H -3.83 -2.23 0.90  N41 1.012
47 H -4.29 -4.57 0.11  C42 1.082
48 H -1.89 -5.66 -0.58  C43 1.082
49 H -0.03 -3.74 -0.10  C44 1.082
50 H -1.40 -1.59 0.86  C45 1.082
51 N -6.70 0.92 -0.61  C52 1.371, C55 1.371, H56 1.012
52 C -6.90 -0.36 -1.05  N51 1.371, C53 1.377, H57 1.082
53 C -5.67 -0.89 -1.39  C52 1.377, C54 1.415, H58 1.082
54 C -4.70 0.11 -1.14  C53 1.415, C55 1.377, H59 1.082
55 C -5.37 1.22 -0.66  N51 1.371, C54 1.377, H60 1.082
56 H -7.43 1.55 -0.30  N51 1.012
57 H -7.89 -0.79 -1.09  C52 1.082
58 H -5.49 -1.88 -1.78  C53 1.082
59 H -3.63 0.04 -1.30  C54 1.082
60 H -5.00 2.19 -0.34  C55 1.082
61 N -10.11 5.96 4.58  C62 1.371, C65 1.371, H66 1.012
62 C -10.31 4.68 4.14  N61 1.371, C63 1.377, H67 1.082
63 C -9.08 4.15 3.80  C62 1.377, C64 1.415, H68 1.082
64 C -8.11 5.15 4.05  C63 1.415, C65 1.377, H69 1.082
65 C -8.78 6.26 4.53  N61 1.371, C64 1.377, H70 1.082
66 H -10.84 6.59 4.89  N61 1.012
67 H -11.30 4.25 4.10  C62 1.082
68 H -8.90 3.16 3.41  C63 1.082
69 H -7.04 5.08 3.89  C64 1.082
70 H -8.41 7.23 4.85  C65 1.082
71 N 6.54 -3.56 -2.14  C72 1.371, C75 1.371, H76 1.012
72 C 7.78 -3.02 -1.92  N71 1.371, C73 1.377, H77 1.082
73 C 8.53 -3.94 -1.22  C72 1.377, C74 1.415, H78 1.082
74 C 7.72 -5.08 -1.02  C73 1.415, C75 1.377, H79 1.082
75 C 6.49 -4.82 -1.60  N71 1.371, C74 1.377, H80 1.082
76 H 5.78 -3.10 -2.62  N71 1.012
77 H 8.02 -2.02 -2.28  C72 1.082
78 H 9.56 -3.81 -0.90  C73 1.082
79 H 7.99 -5.99 -0.51  C74 1.082
80 H 5.60 -5.42 -1.67  C75 1.082
81 N 10.43 -0.79 -4.15  C82 1.371, C85 1.371, H86 1.012
82 C 10.80 -2.03 -3.69  N81 1.371, C83 1.377, H87 1.082
83 C 11.89 -2.45 -4.42  C82 1.377, C84 1.415, H88 1.082
84 C 12.18 -1.43 -5.36  C83 1.415, C85 1.377, H89 1.082
85 C 11.27 -0.41 -5.16  N81 1.371, C84 1.377, H90 1.082
86 H 9.66 -0.24 -3.79  N81 1.012
87 H 10.26 -2.50 -2.88  C82 1.082
88 H 12.41 -3.39 -4.30  C83 1.082
89 H 12.98 -1.43 -6.09  C84 1.082
90 H 11.14 0.54 -5.66  C85 1.082
91 N 9.63 -4.96 -5.57  C92 1.371, C95 1.371, H96 1.012
92 C 8.46 -5.58 -5.93  N91 1.371, C93 1.377, H97 1.082
93 C 8.71 -6.35 -7.04  C92 1.377, C94 1.415, H98 1.082
94 C 10.08 -6.21 -7.35  C93 1.415, C95 1.377, H99 1.082
95 C 10.62 -5.35 -6.43  N91 1.371, C94 1.377, H100 1.082
96 H 9.74 -4.33 -4.78  N91 1.012
97 H 7.55 -5.41 -5.37  C92 1.082
98 H 7.98 -6.96 -7.56  C93 1.082
99 H 10.61 -6.68 -8.17  C94 1.082
100 H 11.63 -4.97 -6.31  C95 1.082
101 N -5.03 -4.58 3.35  C102 1.371, C105 1.371, H106 1.012
102 C -5.21 -4.47 4.70  N101 1.371, C103 1.377, H107 1.082
103 C -5.81 -5.63 5.15  C102 1.377, C104 1.415, H108 1.082
104 C -5.98 -6.47 4.03  C103 1.415, C105 1.377, H109 1.082
105 C -5.49 -5.80 2.93  N101 1.371, C104 1.377, H110 1.082
106 H -4.62 -3.88 2.75  N101 1.012
107 H -4.91 -3.57 5.23  C102 1.082
108 H -6.08 -5.84 6.17  C103 1.082
109 H -6.42 -7.46 4.02  C104 1.082
110 H -5.43 -6.09 1.89  C105 1.082
111 N -5.90 1.42 -4.28  C112 1.371, C115 1.371, H116 1.012
112 C -6.52 2.27 -5.16  N111 1.371, C113 1.377, H117 1.082
113 C -6.14 1.91 -6.43  C112 1.377, C114 1.415, H118 1.082
114 C -5.28 0.80 -6.32  C113 1.415, C115 1.377, H119 1.082
115 C -5.15 0.52 -4.97  N111 1.371, C114 1.377, H120 1.082
116 H -5.99 1.46 -3.27  N111 1.012
117 H -7.16 3.07 -4.80  C112 1.082
118 H -6.46 2.39 -7.35  C113 1.082
119 H -4.80 0.26 -7.12  C114 1.082
120 H -4.59 -0.25 -4.46  C115 1.082
121 N -13.14 8.13 6.47  C122 1.371, C125 1.371, H126 1.012
122 C -12.55 9.12 7.22  N121 1.371, C123 1.377, H127 1.082
123 C -12.57 8.73 8.54  C122 1.377, C124 1.415, H128 1.082
124 C -13.19 7.46 8.59  C123 1.415, C125 1.377, H129 1.082
125 C -13.53 7.11 7.30  N121 1.371, C124 1.377, H130 1.082
126 H -13.27 8.15 5.47  N121 1.012
127 H -12.17 10.01 6.75  C122 1.082
128 H -12.18 9.30 9.37  C123 1.082
129 H -13.37 6.86 9.48  C124 1.082
130 H -14.01 6.23 6.91  C125 1.082
131 N -4.72 6.22 7.70  C132 1.371, C135 1.371, H136 1.012
132 C -5.33 7.07 6.81  N131 1.371, C133 1.377, H137 1.082
133 C -4.96 6.71 5.54  C132 1.377, C134 1.415, H138 1.082
134 C -4.09 5.59 5.66  C133 1.415, C135 1.377, H139 1.082
135 C -3.96 5.31 7.00  N131 1.371, C134 1.377, H140 1.082
136 H -4.81 6.26 8.70  N131 1.012
137 H -5.98 7.86 7.17  C132 1.082
138 H -5.27 7.19 4.63  C133 1.082
139 H -3.61 5.05 4.85  C134 1.082
140 H -3.40 4.55 7.52  C135 1.082
141 N 12.38 -8.42 -6.68  C142 1.371, C145 1.371, H146 1.012
142 C 12.78 -9.26 -5.66  N141 1.371, C143 1.377, H147 1.082
143 C 13.62 -10.20 -6.20  C142 1.377, C144 1.415, H148 1.082
144 C 13.74 -9.92 -7.58  C143 1.415, C145 1.377, H149 1.082
145 C 12.97 -8.82 -7.85  N141 1.371, C144 1.377, H150 1.082
146 H 11.75 -7.64 -6.57  N141 1.012
147 H 12.42 -9.11 -4.65  C142 1.082
148 H 14.10 -11.00 -5.65  C143 1.082
149 H 14.33 -10.47 -8.31  C144 1.082
150 H 12.78 -8.28 -8.77  C145 1.082

HOMO level = -7.895 eV
E = -3606.7766 hartree
molar mass = 1029.4 g/mol
orbital gap = 0.27938 hartree